61
Properties=species:S:1:pos:R:3:mulliken_charge:R:1 method="wB97M-V/def2-TZVPD" total_energy_ev=-31910.51090 e_lumo_ha=-0.0769 homo_lumo_gap_ev=2.2 e_above_lowest_kj_mol=1123.20
C -1.552 -1.732 -1.342 -0.60
C -2.702 -1.441 -2.447 0.65
O -3.759 -0.883 -2.061 -0.59
O -2.421 -1.875 -3.775 -0.36
C -2.200 -0.748 -4.661 -0.64
C -0.760 -0.028 -4.418 0.15
C -0.835 1.428 -5.105 -0.78
C 0.488 2.309 -4.915 -0.62
C 0.758 2.801 -3.409 -0.73
C -0.594 3.177 -2.603 0.26
C -1.046 4.635 -2.338 -0.33
C -2.357 4.962 -1.558 -0.48
C -3.087 3.661 -1.058 -0.11
N -2.452 2.418 -1.395 0.05
N -1.359 2.112 -2.091 -0.10
H -1.979 -2.072 -0.341 0.20
H -0.923 -0.780 -1.236 0.15
H -0.843 -2.525 -1.798 0.32
H -2.161 -1.180 -5.733 0.31
H -3.066 0.011 -4.658 0.32
H -0.551 0.028 -3.296 -0.11
H 0.076 -0.648 -4.921 0.29
H -1.770 1.998 -4.767 0.30
H -0.978 1.231 -6.239 0.43
H 1.400 1.693 -5.259 0.29
H 0.387 3.243 -5.583 0.30
H 1.359 3.787 -3.476 0.35
H 1.429 2.090 -2.795 0.30
H -0.398 5.483 -2.758 0.29
H -2.757 6.003 -1.329 0.33
H -4.068 3.694 -0.458 0.36
H -2.956 1.587 -1.015 0.22
C 3.502 -0.372 3.426 -1.68
C 2.612 -1.476 2.820 1.43
C 2.575 -2.693 3.773 -1.25
C 1.786 -2.486 5.062 -0.63
C 0.659 -1.465 4.931 -1.40
C 0.149 -1.243 3.489 1.74
N 1.289 -0.850 2.654 0.38
O 0.945 -0.604 1.359 -0.65
C -0.847 -0.065 3.559 -1.83
C -0.618 -2.491 3.011 -1.10
C 3.305 -1.970 1.531 -1.76
H 3.576 0.487 2.753 0.38
H 4.521 -0.735 3.608 0.37
H 3.111 -0.007 4.379 0.34
H 2.147 -3.551 3.244 0.34
H 3.596 -3.001 4.032 0.54
H 1.378 -3.451 5.382 0.32
H 2.460 -2.169 5.864 0.35
H -0.167 -1.758 5.590 0.52
H 1.019 -0.510 5.331 0.33
H -0.340 0.861 3.850 0.44
H -1.630 -0.258 4.300 0.39
H -1.344 0.110 2.601 0.28
H -1.454 -2.707 3.685 0.38
H 0.005 -3.388 2.975 0.34
H -1.043 -2.346 2.014 -0.09
H 4.301 -2.367 1.757 0.39
H 3.447 -1.165 0.805 0.34
H 2.736 -2.771 1.052 0.38

59
Properties=species:S:1:pos:R:3:mulliken_charge:R:1 method="wB97M-V/def2-TZVPD" total_energy_ev=-42030.20561 s_squared=2.01 e_lumo_ha="0.0260 / -0.0256" spin_multiplicity=3 homo_lumo_gap_ev="7.6 / 7.0"
C 1.035 -1.046 -3.335 -0.76
C 0.218 2.235 -2.633 -0.22
C -0.352 -0.971 -2.738 -0.19
H 1.064 -1.588 -4.282 0.48
C -1.065 1.991 -2.286 -0.55
H 0.828 2.959 -2.084 0.74
H -0.691 -2.003 -2.504 0.64
H -1.444 2.339 -1.315 0.25
C -1.385 -0.254 -3.570 -1.19
H -2.226 -0.961 -3.637 0.42
H -1.043 -0.103 -4.601 0.41
C 1.808 0.274 -3.460 -0.44
H 2.498 0.153 -4.316 0.40
H 2.432 0.400 -2.587 0.21
C 0.981 1.537 -3.750 -1.07
H 0.299 1.316 -4.565 0.40
H 1.708 2.292 -4.104 0.45
C -1.969 1.058 -3.036 -0.64
H -2.371 1.613 -3.884 0.31
H -2.827 0.790 -2.416 0.30
Pd 0.159 -0.920 -0.591 -0.66
H 1.527 -1.617 -2.515 0.14
C -2.941 1.075 1.727 -1.17
Si -1.935 -0.443 2.093 0.24
C -1.731 -0.643 3.941 -1.09
C -2.851 -1.912 1.381 -1.00
C -0.169 -0.219 1.380 1.45
C 0.445 1.119 1.475 -0.42
C 0.478 1.972 2.622 -0.40
C 1.319 3.095 2.569 -0.64
C 2.045 3.356 1.400 -1.05
C 1.866 2.533 0.288 -0.15
N 1.097 1.470 0.347 0.41
Si 1.096 -1.702 1.486 0.33
C 2.454 -1.086 2.569 -1.06
C 0.286 -3.244 2.107 -1.02
C 1.921 -2.173 -0.167 -1.28
H -3.679 1.192 2.531 0.41
H -3.476 0.979 0.775 0.25
H -2.316 1.974 1.691 0.33
H -2.715 -0.425 4.383 0.38
H -1.445 -1.669 4.207 0.30
H -0.996 0.047 4.382 0.33
H -3.081 -1.783 0.318 0.21
H -2.310 -2.860 1.514 0.30
H -3.807 -1.991 1.929 0.36
H -0.083 1.701 3.518 0.22
H 1.395 3.750 3.435 0.44
H 2.705 4.209 1.324 0.41
H 2.326 2.755 -0.682 0.47
H 2.000 -0.702 3.491 0.28
H 3.097 -1.954 2.791 0.40
H 3.037 -0.298 2.083 0.29
H -0.375 -3.717 1.366 0.20
H 1.127 -3.924 2.323 0.39
H -0.258 -3.033 3.029 0.27
H 1.183 -2.609 -0.906 0.52
H 2.493 -1.337 -0.588 0.22
H 2.612 -2.999 0.077 0.43

76
Properties=species:S:1:pos:R:3:mulliken_charge:R:1 method="wB97M-V/def2-TZVPD" total_energy_ev=-203641.57260 s_squared=3.83 total_charge=-2 e_lumo_ha="0.1291 / 0.1291" spin_multiplicity=4 homo_lumo_gap_ev="5.8 / 5.8" e_above_lowest_kj_mol=94.63
Cr -0.263 0.008 0.205 0.61
S 4.028 -0.371 0.220 -0.58
As 2.305 -1.548 -0.130 0.24
S 1.001 -0.518 -1.603 -0.58
S 0.842 -1.464 1.548 -0.65
S 2.905 -3.497 -0.641 -0.58
C -4.572 1.168 2.655 -1.41
C -4.754 1.157 1.136 1.86
C -4.560 2.566 0.582 -1.56
C -6.154 0.653 0.797 -1.83
O -3.831 0.309 0.394 -0.02
P -2.663 -0.658 0.955 1.27
O -1.737 0.128 1.839 -0.95
O -1.946 -1.208 -0.249 -0.72
O -3.432 -1.781 1.786 -0.17
C -3.998 -3.015 1.234 1.60
C -4.993 -3.468 2.297 -1.70
C -2.863 -4.021 1.082 -1.62
C -4.738 -2.826 -0.093 -1.37
H -5.378 1.752 3.102 0.49
H -3.618 1.612 2.931 0.14
H -4.601 0.157 3.057 0.27
H -5.286 3.250 1.023 0.57
H -4.680 2.569 -0.502 0.38
H -3.560 2.929 0.828 0.07
H -6.902 1.320 1.227 0.45
H -6.299 -0.350 1.201 0.29
H -6.288 0.619 -0.285 0.38
H -4.501 -3.530 3.269 0.37
H -5.395 -4.446 2.031 0.40
H -5.816 -2.754 2.369 0.35
H -2.345 -4.152 2.033 0.34
H -2.144 -3.656 0.349 0.30
H -3.247 -4.987 0.748 0.46
H -5.485 -2.036 -0.012 0.21
H -5.239 -3.758 -0.356 0.53
H -4.045 -2.566 -0.888 0.25
C 2.919 4.030 1.811 -0.93
N 2.536 3.090 2.859 0.12
C 1.413 3.639 3.602 -0.90
N 0.263 3.978 2.765 0.10
C 0.706 4.888 1.708 -0.95
N 1.819 4.386 0.915 0.08
C 1.425 3.250 0.081 -1.03
P 0.829 1.818 1.100 2.45
C 2.242 1.766 2.307 -0.98
C -0.336 2.768 2.201 -1.27
H 3.726 3.591 1.224 0.44
H 3.274 4.948 2.289 0.29
H 1.745 4.550 4.110 0.30
H 1.096 2.911 4.351 0.40
H 1.017 5.824 2.179 0.28
H -0.139 5.093 1.047 0.40
H 2.281 2.907 -0.503 0.36
H 0.639 3.554 -0.615 0.44
H 3.112 1.360 1.792 0.21
H 1.976 1.076 3.109 0.36
H -0.655 2.103 3.005 0.46
H -1.226 3.045 1.628 0.29
N -1.610 1.395 -1.310 0.77
C -1.793 2.198 -2.483 -0.05
C -2.125 3.542 -2.366 0.11
C -2.411 4.289 -3.500 -0.74
C -2.353 3.701 -4.750 -0.12
C -1.970 2.373 -4.874 -0.85
C -1.684 1.621 -3.745 -0.72
S -2.977 4.580 -6.195 1.27
O -2.059 4.254 -7.278 -0.70
O -4.310 4.002 -6.353 -0.69
O -2.981 5.987 -5.810 -0.73
H -2.213 1.745 -0.576 -0.79
H -1.943 0.461 -1.531 0.53
H -2.193 3.990 -1.378 0.43
H -2.700 5.331 -3.437 0.47
H -1.915 1.944 -5.866 0.37
H -1.392 0.579 -3.825 0.41

75
Properties=species:S:1:pos:R:3:mulliken_charge:R:1 method="wB97M-V/def2-TZVPD" total_energy_ev=-150660.27341 e_lumo_ha=-0.0020 homo_lumo_gap_ev=8.6 e_above_lowest_kj_mol=0.00
Na 0.130 -0.576 1.138 0.66
As -3.098 1.700 1.760 2.12
F -3.729 0.835 0.354 -0.51
F -4.556 2.632 1.849 -0.51
F -2.408 2.563 3.117 -0.52
F -1.642 0.703 1.689 -0.50
F -2.408 2.854 0.660 -0.44
F -3.734 0.495 2.839 -0.50
C -0.857 2.226 -4.308 -1.17
C -1.758 2.801 -3.211 -0.23
C -2.385 1.708 -2.367 -0.24
C -1.411 0.709 -1.877 -0.19
N -0.646 -0.036 -1.459 0.16
H -1.423 1.469 -4.856 0.32
H 0.018 1.743 -3.870 0.23
H -0.499 3.016 -4.967 0.39
H -2.549 3.397 -3.670 0.38
H -1.187 3.498 -2.595 0.08
H -3.105 1.156 -2.981 0.44
H -2.934 2.021 -1.480 0.03
C 1.585 4.407 2.757 -0.72
C 2.882 4.014 2.044 -0.47
C 2.610 3.963 0.538 -0.93
S 0.975 3.219 0.388 1.02
O 1.143 1.783 0.548 -0.33
O 0.252 3.764 -0.726 -0.76
C 0.373 3.890 1.992 -0.61
H 1.588 5.493 2.841 0.36
H 1.652 4.002 3.768 0.30
H 3.242 3.034 2.363 0.21
H 3.695 4.723 2.194 0.41
H 3.276 3.413 -0.124 0.46
H 2.477 4.954 0.095 0.38
H -0.330 3.197 2.448 0.09
H -0.236 4.737 1.665 0.62
C 4.302 -2.860 -2.546 -0.65
C 3.646 -1.504 -2.911 -0.81
C 2.151 -1.543 -2.582 -0.28
S 1.949 -2.953 -1.427 1.08
O 1.281 -4.002 -2.167 -0.69
O 1.374 -2.457 -0.179 -0.36
C 3.725 -3.280 -1.189 -0.79
H 5.384 -2.776 -2.471 0.38
H 4.022 -3.566 -3.328 0.31
H 3.786 -1.230 -3.956 0.38
H 4.148 -0.710 -2.351 0.29
H 1.571 -1.836 -3.454 0.38
H 1.766 -0.639 -2.126 0.07
H 3.858 -4.341 -1.002 0.44
H 4.016 -2.625 -0.373 0.33
C -4.170 -2.553 -0.508 -0.09
C -3.361 -3.508 -1.424 -0.88
C -1.958 -3.724 -0.808 -0.05
S -2.199 -3.480 0.990 0.94
O -1.430 -2.313 1.362 -0.44
O -2.035 -4.679 1.788 -0.75
C -3.942 -3.053 0.897 -0.77
H -5.203 -2.573 -0.847 0.41
H -3.747 -1.557 -0.659 -0.14
H -3.279 -3.177 -2.456 0.41
H -3.863 -4.482 -1.418 0.33
H -1.340 -2.887 -1.124 -0.26
H -1.560 -4.720 -0.960 0.47
H -4.145 -2.340 1.695 0.38
H -4.495 -3.980 1.048 0.35
N 0.590 -0.411 4.192 0.13
C 1.395 0.315 3.356 -0.90
C 2.356 -0.521 2.814 -0.19
C 2.079 -1.811 3.304 -0.57
C 0.994 -1.717 4.153 -0.56
H -0.101 -0.047 4.821 0.24
H 1.258 1.382 3.296 0.48
H 3.172 -0.156 2.214 0.50
H 2.575 -2.740 3.078 0.41
H 0.429 -2.452 4.702 0.44

82
Properties=species:S:1:pos:R:3:mulliken_charge:R:1 method="wB97M-V/def2-TZVPD" total_energy_ev=-102214.56158 total_charge=+1 e_lumo_ha=-0.1763 homo_lumo_gap_ev=7.6 e_above_lowest_kj_mol=370.26
Ca 2.332 0.353 -2.947 1.68
P -0.622 -0.564 -1.503 1.66
F -1.646 -1.669 -1.972 -0.40
F 0.313 -1.687 -0.807 -0.38
F 0.196 -0.830 -2.962 -0.64
F 0.634 0.501 -1.194 -0.39
F -1.408 0.677 -2.112 -0.43
F -1.309 -0.323 -0.093 -0.24
C -3.107 -3.944 0.470 -1.24
C -2.382 -3.856 1.792 0.32
C -0.854 -3.798 1.755 -0.10
O -0.516 -2.718 2.628 -0.29
C -1.632 -2.057 3.000 0.65
O -1.678 -1.159 3.765 -0.53
O -2.723 -2.582 2.401 -0.36
H -3.007 -4.926 0.001 0.39
H -2.739 -3.229 -0.262 0.12
H -4.158 -3.780 0.706 0.39
H -2.752 -4.593 2.507 0.33
H -0.470 -3.635 0.747 0.00
H -0.408 -4.708 2.156 0.39
C -4.739 3.579 -1.425 -1.60
C -4.083 2.675 -0.404 0.53
C -2.657 3.033 0.004 0.31
O -2.691 3.087 1.416 -0.26
C -3.952 2.909 1.869 0.61
O -4.291 2.966 2.996 -0.53
O -4.806 2.730 0.825 -0.39
H -4.132 3.716 -2.320 0.37
H -4.959 4.561 -0.996 0.38
H -5.712 3.181 -1.717 0.39
H -4.139 1.664 -0.815 0.20
H -2.245 3.942 -0.447 0.26
H -1.975 2.245 -0.327 -0.25
C 2.483 -2.174 1.250 -0.12
O 3.776 -1.658 0.837 -0.42
C 3.920 -0.934 -0.217 0.81
O 3.089 -0.825 -1.115 -0.41
O 5.056 -0.275 -0.279 -0.39
C 6.144 -0.708 0.567 -0.80
H 2.660 -2.554 2.250 0.33
H 2.155 -3.008 0.634 0.32
H 1.772 -1.355 1.233 -0.16
H 6.215 -1.790 0.609 0.44
H 6.025 -0.316 1.576 0.29
H 7.039 -0.278 0.129 0.26
C 2.331 2.999 5.551 -0.68
O 1.124 2.878 4.821 -0.39
C 1.140 2.076 3.771 0.79
O 2.050 1.363 3.433 -0.57
O -0.021 2.190 3.140 -0.32
C -0.202 1.342 2.028 0.18
H 2.090 3.391 6.532 0.26
H 2.995 3.727 5.068 0.28
H 2.904 2.076 5.604 0.31
H 0.246 0.351 2.056 0.08
H 0.058 1.818 1.083 -0.23
H -1.270 1.144 1.989 0.17
C -1.269 -4.875 -3.481 -0.42
O -1.718 -5.313 -4.758 -0.35
C -2.062 -4.427 -5.695 0.69
O -2.534 -4.752 -6.738 -0.54
O -1.776 -3.178 -5.325 -0.24
C -2.068 -2.108 -6.188 -0.70
H -1.377 -5.741 -2.834 0.32
H -1.832 -4.025 -3.097 0.16
H -0.223 -4.555 -3.490 0.26
H -1.863 -2.304 -7.240 0.36
H -1.513 -1.230 -5.863 0.18
H -3.124 -1.829 -6.139 0.32
C 4.955 3.320 -0.138 -0.50
O 3.595 3.471 0.304 -0.30
C 2.659 2.921 -0.429 0.76
O 2.851 2.129 -1.342 -0.52
O 1.446 3.259 -0.095 -0.21
C 1.193 4.329 0.833 -0.63
H 5.035 3.619 -1.182 0.32
H 5.262 2.281 -0.041 0.04
H 5.563 3.958 0.489 0.28
H 1.469 5.269 0.354 0.39
H 1.740 4.207 1.764 0.25
H 0.129 4.333 1.042 0.10

69
Properties=species:S:1:pos:R:3:mulliken_charge:R:1 method="wB97M-V/def2-TZVPD" total_energy_ev=-45823.13907 e_lumo_ha=0.0190 smiles="O=C(NF)OCOc1ccccc1.CNC(C)=O.CNC(C)=O.CNC(C)=O.CNC(C)=O" homo_lumo_gap_ev=9.7
O -1.692 -1.483 0.052 -0.50
C -1.010 -1.966 -0.815 0.73
N -1.048 -1.401 -2.130 -0.01
F -0.550 -2.337 -3.037 -0.22
O -0.214 -3.059 -0.704 -0.32
C 0.536 -3.103 0.485 -0.46
O 1.896 -2.687 0.346 -0.45
C 2.254 -2.262 -0.930 -0.02
C 2.187 -0.911 -1.165 -0.35
C 2.502 -0.414 -2.415 -0.78
C 2.859 -1.311 -3.391 -0.26
C 2.946 -2.658 -3.159 -0.66
C 2.630 -3.142 -1.908 -0.03
H -0.450 -0.575 -2.171 0.24
H 0.563 -4.154 0.791 0.27
H 0.093 -2.550 1.318 0.35
H 1.873 -0.258 -0.354 0.74
H 2.449 0.657 -2.575 0.49
H 3.085 -0.948 -4.390 0.38
H 3.235 -3.336 -3.952 0.40
H 2.662 -4.193 -1.636 0.43
C 0.023 -0.844 4.620 -0.97
N 0.823 -0.208 3.591 0.06
C 1.229 1.080 3.520 1.11
C 0.820 2.009 4.633 -1.64
O 1.910 1.459 2.572 -0.76
H 0.594 -1.664 5.058 0.30
H -0.883 -1.250 4.167 0.30
H -0.252 -0.144 5.401 0.39
H 1.137 -0.767 2.813 0.04
H 1.221 2.998 4.432 0.32
H -0.267 2.079 4.690 0.47
H 1.221 1.656 5.584 0.38
C 7.469 1.050 4.655 -0.82
N 6.278 0.447 5.221 -0.18
C 4.997 0.535 4.771 0.77
C 4.737 1.352 3.531 -0.70
O 4.096 -0.039 5.369 -0.68
H 8.181 0.264 4.395 0.28
H 7.928 1.705 5.398 0.27
H 7.238 1.627 3.766 0.32
H 6.375 -0.114 6.052 0.24
H 3.669 1.317 3.310 -0.18
H 5.029 2.391 3.694 0.34
H 5.284 0.941 2.681 0.35
C -2.975 1.772 -2.119 -0.55
N -2.163 2.385 -3.161 -0.12
C -1.751 3.676 -3.260 0.72
C -2.170 4.627 -2.165 -1.18
O -1.068 4.036 -4.206 -0.67
H -2.401 0.962 -1.665 0.04
H -3.875 1.360 -2.574 0.25
H -3.257 2.484 -1.351 0.33
H -1.850 1.806 -3.924 0.21
H -1.767 5.612 -2.383 0.30
H -3.257 4.698 -2.118 0.34
H -1.779 4.296 -1.202 0.32
C -5.908 -2.579 -3.546 -0.85
N -5.827 -1.378 -2.735 -0.10
C -6.434 -0.179 -2.942 0.88
C -7.312 -0.039 -4.161 -1.40
O -6.260 0.741 -2.158 -0.65
H -6.305 -3.395 -2.939 0.31
H -4.907 -2.850 -3.885 0.27
H -6.548 -2.435 -4.409 0.32
H -5.256 -1.400 -1.904 0.19
H -7.721 0.967 -4.187 0.31
H -6.732 -0.203 -5.070 0.35
H -8.139 -0.749 -4.118 0.39

61
Properties=species:S:1:pos:R:3:mulliken_charge:R:1 method="wB97M-V/def2-TZVPD" total_energy_ev=-44722.37038 s_squared=0.75 total_charge=+2 e_lumo_ha="-0.2260 / -0.2255" spin_multiplicity=2 homo_lumo_gap_ev="5.6 / 5.9" e_above_lowest_kj_mol=397.72
P -0.553 1.400 -2.946 0.89
P 0.107 -2.139 -2.476 1.07
C -0.063 0.122 -4.138 -0.97
C -0.622 -1.288 -3.912 -1.16
H 1.032 0.131 -4.191 0.44
H -0.406 0.494 -5.109 0.56
H -1.712 -1.293 -3.795 0.48
H -0.376 -1.938 -4.758 0.55
C 1.817 -2.491 -3.000 -1.35
H 2.401 -2.832 -2.132 0.39
H 2.287 -1.572 -3.385 0.38
H 1.867 -3.264 -3.779 0.46
C -0.717 -3.718 -2.130 -1.22
H -0.428 -4.492 -2.855 0.43
H -1.812 -3.600 -2.159 0.41
H -0.433 -4.064 -1.127 0.34
C 0.000 2.976 -3.672 -1.31
H -0.166 3.799 -2.957 0.46
H -0.559 3.198 -4.598 0.46
H 1.075 2.897 -3.910 0.43
C -2.372 1.455 -2.993 -1.43
H -2.825 0.468 -2.807 0.41
H -2.738 1.799 -3.971 0.46
H -2.763 2.169 -2.254 0.42
Hf -0.599 1.443 1.592 0.85
C 0.022 -2.236 0.876 -0.98
C 1.290 -1.834 0.598 -0.86
C 1.537 -0.759 -0.451 0.75
C 1.349 0.767 -0.271 -0.51
C 0.156 1.361 -1.274 0.14
C -1.133 0.997 -0.623 -2.00
C -1.490 -0.437 -0.353 0.83
C -1.119 -1.127 0.999 -0.39
C -2.421 2.071 2.455 -1.34
H -0.210 -3.193 1.285 0.68
H 2.149 -2.171 1.192 0.43
H 0.824 -1.012 -1.332 -1.40
H 2.579 -0.879 -0.803 0.77
H 1.290 1.159 0.840 0.04
H 2.284 1.264 -0.570 0.66
H 0.360 2.442 -1.239 0.32
H -1.948 1.725 -0.587 1.17
H -1.139 -1.089 -1.192 -1.51
H -2.586 -0.537 -0.485 0.65
H -0.966 -0.417 1.951 0.22
H -2.049 -1.667 1.239 0.55
H -2.842 1.379 3.211 0.32
H -3.161 2.259 1.654 0.34
H -2.172 3.036 2.950 0.40
O 0.531 1.161 3.153 -0.61
N 1.055 0.963 4.413 0.29
C 2.384 1.135 4.623 0.03
C 2.853 0.940 5.917 -0.75
C 1.984 0.544 6.937 -0.10
C 0.636 0.388 6.649 -0.78
C 0.164 0.587 5.365 0.05
H 3.052 1.414 3.800 0.46
H 3.902 1.118 6.123 0.40
H 2.356 0.395 7.939 0.44
H -0.087 0.126 7.405 0.42
H -0.879 0.467 5.070 0.42

no.,F_max (eV Å⁻¹)
1,5.32
2,3.50
3,1.64
4,1.67
5,2.58
6,1.90
7,4.25